This record from the OMol25 dataset describes one molecule with the formula C7H15NO in a non-equilibrium geometry. The level of theory is ωB97M-V/def2-TZVPD.

The geometry in XYZ format:
```
24
Properties=species:S:1:pos:R:3:forces:R:3
C -2.6363 0.2074 0.8391 0.0 0.2 0.1
C -1.6338 -0.3528 0.1603 1.7 0.3 0.5
C -1.9308 -1.3749 -0.9026 0.2 0.1 0.0
N -0.2238 -0.1108 0.4673 -2.5 -0.5 -0.2
C 0.0650 0.7574 1.5857 -0.3 0.1 0.1
C 0.7105 -0.0925 -0.6150 2.1 -0.5 0.3
C 0.9315 1.2880 -1.2340 -0.1 -0.3 0.0
C 2.1095 -0.7219 -0.1185 -1.3 0.1 -1.1
O 2.9050 0.2312 0.5451 0.2 0.4 0.2
H -2.5057 0.9766 1.5777 0.2 0.1 0.2
H -3.6575 -0.0733 0.6422 -0.1 -0.1 -0.1
H -2.9716 -1.6844 -0.8321 0.0 0.0 0.0
H -1.7758 -0.9705 -1.9036 0.1 0.0 -0.1
H -1.3022 -2.2563 -0.7814 0.1 -0.1 -0.1
H -0.2800 0.2737 2.5009 0.1 0.1 0.1
H 1.1315 0.9527 1.6479 0.0 -0.2 0.0
H -0.4351 1.7301 1.5246 -0.1 0.1 -0.1
H 0.3611 -0.7772 -1.3894 0.0 0.0 0.1
H 1.5833 1.2038 -2.1005 0.1 0.1 -0.1
H 1.3986 1.9580 -0.5192 0.0 0.1 0.0
H -0.0249 1.7016 -1.5475 -0.1 0.1 0.0
H 2.6298 -1.0773 -1.0171 0.0 -0.1 0.0
H 1.8884 -1.5789 0.5299 -0.1 0.1 -0.1
H 3.6633 -0.2098 0.9403 -0.1 0.0 -0.1
```
Positions in Å, forces in eV/Å.

Relative energy (zero: lowest compared OMol25 entry of this formula, charge and spin) (eV): 1.864
HOMO level (eV): -7.770

***

This record from the OMol25 dataset describes a 11-piece molecular cluster, C58H138O29S2 overall in a non-equilibrium geometry. The level of theory is ωB97M-V/def2-TZVPD.

The geometry in XYZ format:
```
227
Properties=species:S:1:pos:R:3:forces:R:3
C -2.2037 -6.2743 -3.1402 0.4 0.2 0.9
O -1.0172 -5.4975 -3.0978 0.3 -0.4 0.4
C 0.1159 -6.0222 -3.7715 -0.7 0.1 0.3
C 1.2432 -5.0437 -3.7017 0.2 0.4 0.4
O 1.7183 -4.8387 -2.3966 1.1 -0.4 0.6
C 3.0633 -4.3225 -2.3656 -1.4 0.7 0.9
C 3.5111 -4.1848 -0.9393 0.5 1.2 0.7
O 3.5084 -5.4080 -0.2648 0.4 -0.5 -0.4
C 4.0554 -5.2902 1.0116 0.9 0.2 0.9
H -2.1547 -7.2942 -2.6978 0.4 0.6 -0.1
H -2.4901 -6.3716 -4.1504 -0.6 -0.3 -1.4
H -2.9770 -5.7001 -2.6187 0.2 -0.1 0.0
H -0.0649 -6.1286 -4.8318 -0.5 -0.1 -0.7
H 0.3808 -7.0304 -3.4228 0.1 0.2 0.3
H 0.9766 -4.0674 -4.1000 -0.4 0.1 -0.4
H 2.0306 -5.4276 -4.3239 0.6 -0.4 -0.5
H 3.0457 -3.3214 -2.8137 0.2 0.1 -0.1
H 3.7991 -4.9125 -2.8591 0.2 -1.0 -0.9
H 2.8492 -3.5010 -0.3817 0.2 0.1 -0.2
H 4.5666 -3.7640 -0.9026 -1.0 -0.2 -0.2
H 5.0639 -4.7724 1.0954 -0.9 -0.6 -0.6
H 4.1160 -6.2839 1.4154 0.4 -0.5 0.1
H 3.4168 -4.7725 1.7099 -0.6 0.7 0.1
C 5.2830 -1.4932 1.7322 -0.1 -0.6 0.2
O 5.1201 -1.1093 0.3740 1.5 0.8 0.1
C 6.3056 -0.3678 -0.0733 -0.2 -0.1 0.9
C 6.1249 -0.1125 -1.5549 1.2 -0.1 -0.2
O 5.4221 1.0889 -1.6823 -0.3 -0.2 -0.5
C 4.9933 1.1626 -3.0105 -1.4 -1.4 -1.1
C 4.2038 2.3736 -3.2664 -1.0 0.2 0.7
O 5.0883 3.4551 -3.3194 -0.3 1.2 0.2
C 4.3653 4.6318 -3.6776 -1.3 -1.2 0.0
H 6.2647 -2.0090 1.8429 -0.6 0.3 0.2
H 4.4590 -2.1621 1.9854 0.1 -0.2 -0.2
H 5.1655 -0.6914 2.4819 0.4 0.3 -0.5
H 7.2461 -0.9500 0.1973 -1.1 0.6 -0.4
H 6.3192 0.6293 0.4675 0.2 -1.0 -0.5
H 5.5670 -0.9650 -1.9884 0.0 0.2 0.2
H 7.0596 0.0021 -2.1975 -0.6 -0.4 1.1
H 4.3425 0.2532 -3.2688 0.7 1.0 0.5
H 5.7867 1.1635 -3.7616 0.5 -0.2 0.3
H 3.4470 2.4955 -2.4749 0.2 0.2 0.3
H 3.5628 2.2622 -4.1415 0.4 0.1 -0.6
H 3.4971 4.8410 -2.9911 0.5 -0.6 -0.6
H 3.9502 4.3905 -4.6915 0.3 1.1 0.6
H 4.9862 5.4972 -3.5637 0.7 0.3 -0.6
C 1.7109 3.3855 3.6968 -1.3 0.3 -0.7
O 1.6650 2.0825 4.1637 -0.7 -1.1 -0.5
C 2.8957 1.6235 4.5790 1.1 0.0 0.5
C 2.7750 0.3933 5.4113 -1.0 0.1 -0.1
O 2.5508 -0.7487 4.6027 -0.1 -0.4 0.6
C 1.7130 -1.7506 5.1954 0.1 0.4 0.5
C 2.4308 -2.9518 5.7890 0.9 0.7 1.0
O 3.3628 -2.6200 6.8311 0.6 0.8 -0.2
C 4.7320 -2.5214 6.3947 -0.6 -0.8 -1.1
H 2.4910 3.5296 2.9203 -0.6 0.3 0.4
H 1.7640 4.0659 4.5295 0.9 0.6 0.5
H 0.6738 3.5731 3.3717 0.6 0.1 -0.8
H 3.3196 2.4427 5.2079 0.4 -0.6 -0.4
H 3.5811 1.2844 3.7664 -0.3 0.9 0.0
H 1.9580 0.5066 6.0963 -0.7 0.1 0.5
H 3.6475 0.3875 6.0164 1.2 -0.8 0.5
H 1.0537 -2.0902 4.4235 -0.3 -0.4 -0.7
H 1.0402 -1.3194 5.9641 0.5 0.1 -0.2
H 2.9899 -3.5180 5.0785 0.1 -0.4 -1.0
H 1.7150 -3.5983 6.2769 -0.5 -0.2 -0.1
H 5.1252 -3.5331 6.2019 -0.1 0.1 0.2
H 5.3362 -2.0865 7.1745 -0.1 0.3 0.3
H 4.8705 -1.9926 5.4210 -0.4 0.1 0.8
C 4.3268 3.0202 0.8688 0.4 -0.1 -0.7
O 4.6083 4.4074 1.1310 -0.8 -0.9 -0.5
C 4.2844 5.1734 -0.0460 1.9 -0.6 0.6
C 2.8300 5.2531 -0.4167 0.7 1.3 0.4
O 1.9493 5.3637 0.6500 -1.2 -1.2 0.0
C 1.7919 6.5031 1.4221 -2.2 1.8 -2.1
C 0.3295 6.6422 1.9444 -0.4 0.5 -0.7
O -0.5758 6.9418 0.8030 0.0 -0.3 2.0
C -1.8761 7.3866 1.3055 1.9 1.8 -0.9
H 3.2696 2.7809 0.8256 -0.5 0.3 -0.1
H 4.7104 2.3295 1.6107 0.5 0.5 0.6
H 4.7755 2.6973 -0.0907 -0.2 0.3 0.3
H 4.8629 4.6957 -0.8787 -0.5 0.6 0.2
H 4.7103 6.1618 0.1482 -0.1 0.0 0.0
H 2.5537 4.3555 -0.9016 -0.5 -0.8 -0.8
H 2.8043 6.1227 -1.0999 -0.5 -0.3 -0.1
H 1.9050 7.4567 0.7515 0.4 -1.4 1.4
H 2.4242 6.3977 2.2525 1.2 0.7 1.3
H 0.2759 7.4766 2.6618 0.3 0.4 -0.4
H -0.0148 5.8352 2.6253 0.0 -0.4 -1.1
H -2.5297 7.6404 0.4599 0.4 -0.2 0.1
H -1.7296 8.3229 1.9217 -0.2 -0.9 -0.5
H -2.3287 6.6307 1.8661 -0.8 -1.2 1.1
C -9.7611 -1.8620 3.8073 -1.2 -0.4 0.0
O -8.5764 -2.4931 3.4026 -0.5 0.5 1.0
C -8.1878 -2.2150 2.0973 0.4 -0.3 -0.7
C -6.6807 -2.3783 2.0850 0.3 -1.2 -1.5
O -6.0999 -1.2984 2.7267 -0.6 0.6 1.1
C -4.8408 -1.4558 3.2629 2.1 1.2 0.0
C -4.5923 -0.4788 4.4367 0.0 -0.5 0.6
O -4.5149 0.8790 4.0452 0.3 -0.6 -0.7
C -3.9843 1.6588 5.0886 0.9 -1.2 -0.1
H -10.6559 -2.2829 3.2707 0.6 0.0 0.7
H -9.8217 -0.8117 3.5948 0.6 0.9 -0.5
H -9.8623 -1.8733 4.9048 0.0 -0.7 -0.5
H -8.4659 -1.1943 1.7511 0.1 -0.5 0.4
H -8.6425 -2.9609 1.4062 0.2 0.4 0.1
H -6.3219 -2.3182 1.0266 -0.3 -0.6 0.4
H -6.4262 -3.4105 2.5293 -0.1 1.5 -0.4
H -4.0445 -1.1561 2.5317 -0.6 -0.3 0.0
H -4.6026 -2.4948 3.5423 -0.3 0.2 0.2
H -3.6120 -0.6895 4.9515 -0.8 -0.4 -0.5
H -5.4155 -0.5856 5.1677 0.3 -0.1 0.0
H -4.7183 1.6817 5.8688 -0.3 0.5 0.8
H -3.7645 2.6068 4.6491 0.0 0.8 0.1
H -3.0289 1.2214 5.5196 -0.9 0.4 -0.5
C 2.3732 -8.3905 1.2929 0.7 0.7 0.9
O 1.0809 -8.1440 1.8221 0.6 0.1 -0.5
C 0.0689 -8.2940 0.8716 -1.2 0.2 -0.8
C 0.0135 -7.2503 -0.2934 0.5 1.5 0.6
O -0.5912 -6.0164 0.2031 0.4 -0.3 0.4
C 0.3678 -5.1470 0.8680 -1.4 0.6 -0.4
C -0.1401 -4.4343 2.1423 1.9 0.4 -2.2
O -0.8494 -3.2939 1.7867 -0.5 0.4 -1.3
C -1.6101 -2.8518 2.8436 -0.5 0.9 -0.3
H 2.7891 -7.6243 0.6080 -0.5 0.0 0.5
H 2.4005 -9.2883 0.7248 -0.2 -1.2 -0.4
H 3.0272 -8.5173 2.1774 -0.2 0.2 -0.6
H -0.8752 -8.2445 1.4659 0.5 0.3 -0.7
H 0.0362 -9.2906 0.3869 0.6 0.0 0.3
H -0.6786 -7.6476 -1.0609 0.4 0.3 0.3
H 1.0160 -6.9210 -0.7994 -1.5 -1.1 0.9
H 0.7012 -4.4555 0.1027 0.1 0.5 0.1
H 1.2025 -5.6810 1.1863 1.5 -1.3 0.4
H 0.7435 -4.0898 2.7171 -0.3 -0.5 0.0
H -0.7545 -5.1104 2.6550 -0.9 -1.1 1.2
H -0.9650 -2.4881 3.6181 0.3 0.2 1.0
H -2.2282 -3.6538 3.1788 -0.7 -0.6 0.7
H -2.2652 -2.0277 2.5428 0.3 -0.1 -0.2
C 5.1164 -1.0486 -5.3899 1.2 -1.0 -0.2
O 4.8654 0.1908 -5.9541 0.1 0.8 -0.4
C 3.8321 0.2200 -6.9488 0.2 -2.2 0.7
C 3.3570 1.5997 -7.0380 0.0 1.9 -0.1
O 2.3322 1.9275 -6.1277 0.0 -1.9 0.4
C 1.7238 3.1107 -6.4474 -0.5 1.5 1.3
C 0.5875 3.3850 -5.4211 0.3 1.0 -1.4
O 1.1985 3.7680 -4.2144 -0.6 0.2 0.5
C 0.2744 4.4008 -3.2882 1.0 -1.9 0.5
H 5.6094 -1.7342 -6.1086 0.0 0.2 0.2
H 4.2215 -1.5384 -5.0866 -1.1 -0.4 0.3
H 5.7491 -0.9712 -4.4802 -0.2 0.3 -0.8
H 3.0347 -0.4353 -6.5583 -0.1 0.1 -0.3
H 4.1528 -0.2130 -7.9401 0.0 0.5 0.9
H 3.0421 1.8890 -8.0473 0.0 -0.2 -0.1
H 4.1693 2.2432 -6.7112 0.7 0.2 -0.6
H 1.3112 3.0546 -7.4268 -0.7 -0.1 -1.1
H 2.4716 3.9575 -6.4887 -0.7 -0.5 0.4
H -0.1318 2.5191 -5.3407 0.7 0.8 0.1
H 0.0422 4.2799 -5.8473 0.1 -0.8 0.4
H 0.9078 4.6203 -2.4033 -0.6 -0.3 -0.3
H -0.5200 3.6110 -3.0448 0.6 1.6 -0.2
H -0.0380 5.3779 -3.6515 -0.6 -0.2 -0.3
C -0.0808 -1.5532 -6.5653 0.1 0.5 0.7
O 0.4759 -1.4644 -5.2772 0.7 0.3 1.2
C 0.0560 -0.2207 -4.6671 -2.0 -1.2 -0.5
C 0.1468 -0.1110 -3.1622 0.2 1.0 -0.6
O -0.8389 -0.8588 -2.5179 0.2 -0.1 0.8
C -0.6674 -2.2717 -2.5587 -1.5 -0.3 -0.3
C -1.5452 -2.8390 -1.4272 -1.2 1.3 -1.2
O -2.9491 -2.6550 -1.8529 0.7 -0.9 0.7
C -3.8718 -2.5763 -0.7630 1.6 1.3 0.0
H -1.1687 -1.5070 -6.4348 -0.1 -0.2 -0.5
H 0.2512 -2.5100 -6.9738 -0.1 0.3 -0.3
H 0.2385 -0.6529 -7.1186 -0.1 -0.5 -0.5
H -1.0267 -0.1592 -4.9432 0.6 0.4 0.4
H 0.5636 0.5773 -5.1301 0.8 1.0 -0.6
H -0.0154 0.9862 -2.8875 0.2 -1.5 -0.4
H 1.1462 -0.4004 -2.8610 0.5 -0.2 0.4
H 0.3275 -2.5863 -2.3457 1.2 0.0 0.2
H -0.8895 -2.5946 -3.5972 -0.2 -0.3 0.8
H -1.3580 -2.1509 -0.5899 -0.1 -0.3 0.2
H -1.3362 -3.8632 -1.1291 0.0 -0.1 -0.2
H -3.4538 -1.7822 -0.0975 -0.5 -0.6 0.2
H -4.0671 -3.4930 -0.1985 0.2 -0.1 -0.2
H -4.7747 -2.1646 -1.1698 -0.7 -0.1 -0.2
C -3.4349 4.6204 -0.5076 -0.1 -1.1 -0.4
O -4.0668 3.5130 0.0905 0.4 -0.3 -0.1
C -4.0819 3.4660 1.4982 1.0 0.6 -0.1
C -5.1251 4.3330 2.0787 -0.9 1.1 0.7
O -4.6445 5.6759 2.3738 0.2 -1.0 -0.4
C -5.6606 6.6527 2.3695 -0.2 -1.7 1.3
C -6.3785 6.7323 3.7064 -1.0 1.3 -0.6
O -7.3199 5.6811 3.6821 0.5 -0.6 0.8
C -8.1008 5.5648 4.8595 0.9 1.8 0.4
H -2.4992 4.8809 -0.0942 1.4 -0.1 0.7
H -3.9936 5.4989 -0.4549 -1.4 1.5 0.2
H -3.3024 4.3807 -1.5489 0.1 -0.2 -0.5
H -3.1173 3.7400 1.9710 0.0 -0.2 -0.4
H -4.3115 2.4570 1.7659 -0.1 -0.8 0.1
H -5.5116 3.8503 3.0042 -0.1 0.5 -0.6
H -5.8979 4.4423 1.2991 -0.2 -0.3 0.5
H -6.4020 6.4040 1.6379 -0.6 -0.1 -0.6
H -5.2302 7.5515 2.0783 0.9 1.8 -0.2
H -6.9632 7.6992 3.7133 0.5 -0.5 0.2
H -5.7040 6.7572 4.5869 -0.2 -0.4 -0.4
H -8.7216 6.5056 4.9040 0.4 -0.9 0.5
H -7.4790 5.4158 5.8096 -0.7 0.3 -1.2
H -8.7243 4.7277 4.6990 -0.8 -0.9 0.0
C -4.8121 1.6272 -3.6037 0.7 -0.6 -0.6
S -3.1458 0.7460 -3.3702 -2.0 -0.1 1.7
O -2.0963 1.7396 -3.6906 0.1 0.7 -0.4
C -3.1706 0.7460 -1.4783 1.4 -0.4 -0.8
H -5.7244 1.0928 -3.3332 0.4 -0.5 0.2
H -4.8972 1.8688 -4.6624 0.2 -0.1 -0.1
H -4.7905 2.5459 -3.0714 0.2 0.8 0.7
H -4.1217 0.6587 -0.9878 -0.6 -0.3 -0.1
H -2.7472 1.7144 -1.2112 -0.1 0.1 -0.2
H -2.4401 -0.0428 -1.1676 -0.8 0.6 -0.4
C 0.2437 -0.1506 1.9192 0.2 -1.1 -0.3
S 1.9309 -0.7765 1.6473 0.8 -0.9 -0.9
O 2.0949 -2.2760 1.9076 -0.7 1.4 0.1
C 1.9469 -0.7194 -0.2088 -1.5 -0.1 1.6
H -0.5070 -0.7958 1.4006 0.6 0.7 0.4
H 0.3099 0.8861 1.6053 -0.2 0.1 -0.4
H 0.1082 -0.1063 2.9927 -0.2 -0.2 0.2
H 1.0636 -1.3182 -0.5177 0.6 0.6 -0.1
H 2.8674 -1.1896 -0.4311 0.9 -0.5 -0.4
H 1.9726 0.3135 -0.5322 -0.3 0.2 -0.2
```
Positions in Å, forces in eV/Å.

HOMO level (eV): -8.371

***

This record from the OMol25 dataset describes one molecule with the formula C4H4F2N2 in a non-equilibrium geometry. The level of theory is ωB97M-V/def2-TZVPD.

The geometry in XYZ format:
```
12
Properties=species:S:1:pos:R:3:forces:R:3
N -2.0213 -0.2020 -2.0315 0.7 -0.1 1.0
C -1.2763 -0.2109 -1.1451 -0.9 0.0 -1.8
C -0.2428 -0.1032 -0.1562 -2.5 0.1 0.9
C 1.1092 -0.3447 -0.6604 1.2 -0.6 0.6
F 1.8882 -0.7612 0.3947 0.3 0.3 0.1
F 1.6445 0.7612 -1.1784 0.4 0.7 -0.3
C -0.5946 0.7979 0.9939 1.1 1.8 -0.1
N -0.6504 -0.6019 1.1699 0.2 -1.1 0.2
H 1.1821 -1.1416 -1.3730 -0.2 -0.4 -0.7
H -1.5270 1.3854 1.0089 0.5 -0.6 -0.2
H 0.2869 1.3477 1.3484 -0.4 -0.2 0.2
H 0.2014 -0.9267 1.6288 -0.3 0.0 0.0
```
Positions in Å, forces in eV/Å.

Relative energy (zero: lowest compared OMol25 entry of this formula, charge and spin) (eV): 1.422
HOMO level (eV): -10.835

***

| no. | M (g/mol) |
| --- | --- |
| 1 | 129.203 |
| 2 | 1363.847 |
| 3 | 118.086 |